[1]
The following is a quantum chemistry calculation of 3 unconnected molecules or ions with the total composition C18H36N2O5S, from the Open Molecules 2025 dataset.

As for the electronic energy: -43297.3094 eV. The structure (SMILES) is CC1=C(S(C)(=O)=O)C(=O)OC1=O.CCN(CC)CC.CCN(CC)CC.

CARTESIAN COORDINATES (ANGSTROEM)
C -4.86289 -5.19946 0.34586
C -3.44596 -5.78911 0.52562
C -2.25164 -5.42804 -0.17355
S -2.02017 -4.37849 -1.65558
C -3.53839 -3.68474 -2.42623
O -0.79715 -3.53347 -1.71503
O -1.72670 -5.49121 -2.66524
C -1.14814 -6.07445 0.70297
O -0.20167 -5.37995 1.00082
O -1.55811 -7.04095 1.64921
C -2.94188 -6.96038 1.38470
O -3.58427 -7.99010 1.31431
H -5.51044 -5.54386 1.21865
H -5.37789 -5.31167 -0.63615
H -4.72493 -4.08095 0.55447
H -3.51851 -2.57222 -2.26449
H -4.50419 -4.16614 -2.12257
H -3.49056 -3.84763 -3.55252
C -0.16268 2.30351 2.07917
C -1.08286 1.14170 2.42814
N -1.98399 0.74968 1.35185
C -3.00031 -0.20585 1.77806
C -2.53488 -1.59279 2.22794
C -1.35600 0.45188 0.06813
C -0.32250 -0.67411 0.03521
H -0.73426 3.19205 1.80078
H 0.45277 2.55775 2.94562
H 0.51982 2.05634 1.26266
H -1.68422 1.45519 3.28803
H -0.46684 0.29957 2.76820
H -3.73799 -0.32725 0.97655
H -3.56098 0.24538 2.60499
H -2.27041 -2.22687 1.38030
H -3.34866 -2.09947 2.75593
H -1.68492 -1.55085 2.91047
H -0.88022 1.36459 -0.30301
H -2.13564 0.23919 -0.67153
H 0.34791 -0.65389 0.89681
H 0.29767 -0.57936 -0.86132
H -0.79251 -1.65410 -0.01462
C 5.86884 4.34697 -2.53438
C 4.77598 4.89434 -1.62542
N 3.49399 4.21318 -1.75386
C 2.41401 4.89300 -1.04661
C 2.49948 4.97582 0.47819
C 3.52092 2.76252 -1.59385
C 4.03421 2.20852 -0.26382
H 5.57737 4.40920 -3.58536
H 6.78220 4.93229 -2.40336
H 6.11690 3.30936 -2.30112
H 4.63705 5.94800 -1.88921
H 5.14240 4.87699 -0.59095
H 1.45891 4.43059 -1.31893
H 2.34759 5.91573 -1.43568
H 2.23551 4.02920 0.94983
H 1.78530 5.71796 0.84583
H 3.48768 5.27815 0.82926
H 4.12941 2.33920 -2.39828
H 2.51841 2.36321 -1.77985
H 4.91552 2.74002 0.10029
H 4.31640 1.15804 -0.38611
H 3.26714 2.23826 0.50978

---

[2]
The following is a quantum chemistry calculation of a molecular structure, C18H36N7O5Ru, from the Open Molecules 2025 dataset.

Its spin multiplicity is 6. Its total charge is +2. The relative energy (zero: lowest compared OMol25 entry of this formula, charge and spin) is 2.8 kJ/mol. As for the electronic energy: -42485.0004 eV.

CARTESIAN COORDINATES (ANGSTROEM)
Ru 0.10190 -0.40616 -1.11829
C 4.41390 0.33335 2.44373
O 3.03187 0.20068 2.05164
C 2.70010 -0.22602 0.85223
O 1.49273 -0.38008 0.62153
N 3.67313 -0.47528 -0.03613
N 3.33409 -0.91769 -1.31732
H 4.38687 0.63545 3.48394
H 4.90531 1.10915 1.85574
H 4.92891 -0.62316 2.35712
H 4.62961 -0.23794 0.17574
H 3.91717 -1.71120 -1.55648
H 3.48642 -0.16573 -1.97950
C -2.81276 -0.59242 -2.44446
N -2.36191 -0.93692 -1.08206
C -3.20718 -0.20170 -0.12013
C -2.52694 -2.39058 -0.84573
C -1.27005 -3.16051 -1.18316
N -0.10079 -2.65652 -0.43098
C 1.08335 -3.44102 -0.82369
C -0.30265 -2.79018 1.02554
H -3.89888 -0.69781 -2.52506
H -2.34784 -1.24749 -3.17707
H -2.55068 0.44185 -2.67387
H -4.24449 -0.54195 -0.19464
H -3.18318 0.86468 -0.33307
H -2.85827 -0.37176 0.89714
H -3.36175 -2.77818 -1.43692
H -2.79324 -2.54369 0.19854
H -1.03788 -3.07971 -2.24772
H -1.42301 -4.22336 -0.96411
H 0.93380 -4.49893 -0.58824
H 1.95289 -3.07720 -0.28175
H 1.25636 -3.33912 -1.89430
H -0.59793 -3.81358 1.27793
H -1.07100 -2.10457 1.37893
H 0.62400 -2.54881 1.53712
N 2.01700 2.61282 -3.75755
C 1.44072 1.57804 -3.15058
O 1.55806 1.39597 -1.92569
C 0.61147 0.62810 -3.98000
C 0.46364 -0.70573 -3.26694
H 2.53842 3.28707 -3.21942
H 1.93602 2.75103 -4.75115
H 1.05408 0.52330 -4.97551
H -0.36298 1.10388 -4.13674
H 1.39829 -1.27025 -3.28831
H -0.31583 -1.31331 -3.72438
O -0.07150 0.41404 5.83098
C -0.80938 1.58062 5.55141
N -0.69366 1.75650 4.11960
C -1.61327 2.44845 3.40949
O -2.59489 2.97771 3.88362
C -1.38784 2.49831 1.91768
C -1.89551 3.57188 1.19718
C -1.73779 3.59399 -0.17915
C -1.11273 2.52341 -0.79096
N -0.66090 1.46680 -0.10643
C -0.78252 1.46537 1.22692
H 0.05990 0.34620 6.78208
H -0.40399 2.44475 6.08633
H -1.86947 1.48134 5.78829
H 0.21091 1.55461 3.72376
H -2.40786 4.36429 1.72800
H -2.10023 4.42091 -0.77292
H -0.97422 2.49844 -1.86463
H -0.39593 0.59557 1.74282

---

[3]
The following is a quantum chemistry calculation of 6 unconnected molecules or ions with the total composition C18H36O18, from the Open Molecules 2025 dataset.

The relative energy (zero: lowest compared OMol25 entry of this formula, charge and spin) is 1289.2 kJ/mol. As for the electronic energy: -56091.5442 eV. The structure (SMILES) is COC(=O)OC.COC(=O)OC.COC(=O)OC.COC(=O)OC.COC(=O)OC.COC(=O)OC.

CARTESIAN COORDINATES (ANGSTROEM)
C -23.04856 -16.47976 30.43501
O -21.86482 -16.19586 29.59189
C -21.41797 -15.03818 29.35825
O -22.08108 -13.98032 29.55666
O -20.25438 -15.16763 28.78102
C -19.47479 -14.07915 28.36232
H -22.80821 -16.25596 31.47435
H -23.33214 -17.53212 30.41974
H -23.92730 -15.92457 30.10687
H -18.57768 -14.47191 27.88375
H -19.11548 -13.43657 29.16613
H -20.10480 -13.51292 27.67636
C -17.88575 -22.35295 25.60898
O -18.76974 -21.75433 26.55062
C -19.05197 -22.28997 27.70356
O -18.47978 -23.31537 28.23989
O -19.89772 -21.49824 28.37927
C -20.51814 -20.29472 27.82030
H -16.94099 -22.63034 26.07650
H -17.84875 -21.80164 24.66941
H -18.30899 -23.33449 25.39559
H -19.78133 -19.54797 27.52433
H -21.21773 -19.86566 28.53765
H -21.16686 -20.49006 26.96642
C -27.16618 -18.95621 28.22362
O -27.23800 -20.26401 28.79872
C -28.38807 -20.93877 28.86614
O -29.47656 -20.47969 28.52885
O -28.18209 -22.09427 29.43847
C -29.24665 -23.07223 29.71606
H -26.13737 -18.59719 28.19605
H -27.73138 -18.21736 28.79172
H -27.61339 -18.91192 27.23057
H -28.74126 -24.00859 29.47956
H -30.08466 -22.85883 29.05250
H -29.47915 -23.17471 30.77603
C -23.46440 -16.05014 27.23967
O -23.22192 -14.78167 27.78704
C -23.82049 -13.70149 27.33508
O -24.88513 -13.64839 26.72497
O -23.08009 -12.62992 27.76442
C -23.43974 -11.30106 27.45677
H -22.96265 -16.72177 27.93627
H -23.01484 -16.01271 26.24741
H -24.54438 -16.17575 27.16241
H -23.89309 -11.36279 26.46745
H -22.52313 -10.71796 27.36767
H -24.16565 -10.92519 28.17779
C -17.28990 -18.87825 25.86326
O -18.39832 -18.67969 24.94594
C -19.61348 -18.38609 25.44239
O -19.86387 -18.22993 26.64200
O -20.48531 -18.35734 24.48550
C -21.86928 -17.99763 24.75667
H -16.71839 -17.98466 26.11421
H -16.61341 -19.65131 25.49879
H -17.61154 -19.33221 26.80058
H -22.51136 -18.22490 23.90568
H -22.03947 -16.92102 24.76376
H -22.17064 -18.58765 25.62220
C -25.65523 -18.59341 25.78510
O -24.37092 -18.07090 25.94875
C -23.69150 -18.25177 27.14107
O -24.03507 -18.94852 28.08357
O -22.48436 -17.69261 26.92972
C -21.57844 -17.70957 27.98727
H -26.24037 -18.24737 24.93306
H -26.34012 -18.31432 26.58581
H -25.65695 -19.68313 25.76041
H -21.92153 -17.58965 29.01489
H -20.84477 -16.92687 27.79440
H -21.01128 -18.63877 27.93226

---

[4]
The following is a quantum chemistry calculation of 6 unconnected molecules or ions with the total composition C18H36O18S3, from the Open Molecules 2025 dataset.

As for the electronic energy: -88600.8675 eV. The structure (SMILES) is CCOS(C)(=O)=O.CCOS(C)(=O)=O.CCOS(C)(=O)=O.O=C1OCCO1.O=C1OCCO1.O=C1OCCO1.

CARTESIAN COORDINATES (ANGSTROEM)
C -2.03701 -4.41006 -3.83179
C -0.55290 -4.06424 -4.08223
O 0.16316 -4.33542 -2.96258
S 1.75468 -4.01864 -3.11242
C 1.92950 -2.27954 -2.84648
O 2.24440 -4.79124 -2.06838
O 2.26435 -4.24391 -4.41807
H -2.20412 -5.45460 -3.61449
H -2.61818 -4.42287 -4.86204
H -2.36361 -3.60364 -3.30741
H -0.29194 -4.65614 -5.03845
H -0.37477 -3.04669 -4.15935
H 1.32825 -1.64664 -3.22924
H 3.03051 -2.02721 -2.90509
H 1.90557 -2.15196 -1.73255
C 0.54547 2.34710 5.53089
C -0.36462 1.24819 4.88116
O 0.26856 0.01533 5.16901
S -0.17597 -1.24244 4.15666
C 0.60899 -2.76270 4.68038
O -1.55094 -1.33210 4.51963
O 0.12522 -0.78608 2.87369
H 1.55436 2.45310 5.04447
H 0.62435 2.47574 6.64097
H 0.07656 3.26886 5.05600
H -1.22225 1.32142 5.22007
H -0.37877 1.44625 3.73587
H 0.87896 -2.54513 5.70281
H 1.61253 -2.81724 4.15197
H 0.06013 -3.72300 4.54984
C 4.22996 2.34697 -1.86665
C 3.04559 1.77090 -2.57549
O 1.97769 2.59151 -2.45882
S 0.43267 2.11080 -2.99567
C 0.38912 3.03565 -4.47170
O 0.39190 0.74176 -3.23154
O -0.40681 2.75748 -2.01864
H 3.98455 2.55672 -0.75414
H 4.65299 3.15234 -2.23111
H 5.14022 1.50981 -1.97065
H 3.28643 1.90694 -3.72442
H 2.83119 0.81104 -2.36495
H -0.47152 2.95646 -5.07553
H 1.42790 2.92655 -5.19405
H 0.45469 4.13227 -4.35281
O 3.02435 -1.06111 0.52386
C 2.62466 0.05206 0.92777
O 1.67625 0.67749 0.25260
C 1.31645 1.96753 0.91238
C 2.33216 1.96165 1.98944
O 3.04437 0.79756 1.95092
H 1.40267 2.80801 0.27433
H 0.18353 2.08107 1.22903
H 1.95004 2.26598 2.94346
H 2.98718 2.96212 1.93685
O -2.01544 2.76342 2.49510
C -3.06747 2.13312 2.16977
O -3.33448 0.91670 2.51499
C -4.69679 0.76514 2.12182
C -4.97045 1.90474 1.24341
O -3.96123 2.76606 1.49299
H -4.88828 -0.27711 1.72771
H -5.37087 0.76770 3.08106
H -5.96472 2.45483 1.71277
H -4.79548 1.69843 0.16773
O -3.78361 -2.08860 -1.55294
C -2.87830 -1.58118 -1.08080
O -1.66143 -2.19154 -1.04855
C -0.58866 -1.25224 -0.75951
C -1.41723 -0.10431 -0.11261
O -2.71098 -0.39222 -0.65332
H 0.07072 -1.67890 0.00703
H -0.11918 -1.07261 -1.58700
H -1.08677 0.95848 -0.25969
H -1.50802 -0.52398 0.92276

---

[5]
The following is a quantum chemistry calculation of a molecular structure, C18H37B3N2O9, from the Open Molecules 2025 dataset.

As for the electronic energy: -42713.1795 eV.

CARTESIAN COORDINATES (ANGSTROEM)
C 1.43388 0.05933 1.96631
C -0.07019 0.24336 2.16545
C -0.89335 -0.03726 0.89541
C -1.49230 1.21265 0.22688
C -1.11602 1.36003 -1.25357
C 0.22530 2.07419 -1.42587
C 0.90679 1.76463 -2.75917
C 2.27761 2.44518 -2.88476
C 3.43813 1.45580 -3.04244
C 4.77003 2.16405 -3.29144
B 5.92590 1.26698 -3.84511
O 7.22530 1.76927 -3.90950
B 7.62161 1.79076 -5.24058
N 8.12647 2.98682 -5.83724
O 7.45594 0.59777 -5.95109
B 6.34480 -0.14891 -5.63789
N 5.80751 -1.08851 -6.61598
O 5.72970 0.00758 -4.38967
H 1.66186 -0.99196 1.79636
H 1.98670 0.38584 2.84763
H 1.80212 0.64449 1.12475
H -0.26231 1.24752 2.54458
H -0.36093 -0.44391 2.96332
H -0.22945 -0.51821 0.17309
H -1.68816 -0.74249 1.12084
H -1.14895 2.11191 0.74556
H -2.57547 1.19997 0.32494
H -1.90036 1.89670 -1.78315
H -1.00781 0.36152 -1.68044
H 0.08496 3.15291 -1.33976
H 0.90836 1.76850 -0.62654
H 0.25799 2.17058 -3.53873
H 0.97969 0.68682 -2.89892
H 2.31204 3.11786 -3.74402
H 2.47187 3.05437 -1.99905
H 3.50180 0.86971 -2.12242
H 3.19673 0.76389 -3.84999
H 4.61368 2.95142 -4.03762
H 5.12008 2.62916 -2.36880
H 8.60715 2.83694 -6.71253
H 7.45386 3.73015 -5.93564
H 5.04253 -0.65223 -7.12139
H 5.38531 -1.87423 -6.13399
C -7.32213 -1.65722 1.88164
C -6.08275 -1.83865 1.04456
C -4.78170 -1.53237 1.75459
O -3.94086 -1.08502 0.67380
C -4.74978 -0.58654 -0.29540
O -4.36941 0.03021 -1.23638
O -6.04006 -0.88773 -0.03942
H -7.24588 -2.24109 2.79854
H -7.45194 -0.60589 2.13959
H -8.20782 -1.97621 1.33309
H -6.05775 -2.83983 0.60561
H -4.34373 -2.40120 2.23265
H -4.88069 -0.72800 2.48158
C -1.60661 -2.97117 7.20167
C -2.36556 -2.89374 5.90236
C -2.46722 -1.50928 5.29584
O -3.72099 -1.57298 4.59882
C -4.48817 -2.50714 5.21014
O -5.64267 -2.67287 4.98211
O -3.75893 -3.21855 6.09272
H -0.61029 -2.54507 7.08349
H -2.13748 -2.42798 7.98362
H -1.50276 -4.00473 7.52823
H -1.96046 -3.60338 5.17615
H -1.66616 -1.27974 4.59936
H -2.52856 -0.72477 6.05324

---

[6]
The following is a quantum chemistry calculation of a molecular structure, C18H37O15V, from the Open Molecules 2025 dataset.

Its spin multiplicity is 4. Its total charge is +1. As for the electronic energy: -75657.6602 eV.

CARTESIAN COORDINATES (ANGSTROEM)
V 1.54497 1.80695 0.73242
O 0.63919 0.10493 0.03092
H 0.06129 -0.54774 -0.41020
C 4.78784 -2.52199 1.61119
O 4.02423 -1.54585 0.98543
C 4.16030 -0.17457 1.00087
O 3.36874 0.67999 0.54637
O 5.28919 0.20959 1.60860
C 5.54351 1.55594 1.88186
H 5.31857 -2.13461 2.48087
H 5.51252 -2.99005 0.94497
H 3.99107 -3.21358 1.88501
H 6.03959 1.55028 2.85240
H 4.61190 2.10192 2.03058
H 6.25048 2.06481 1.22661
C 2.13317 4.44023 -2.77302
O 2.53430 3.16202 -3.20465
C 2.28005 2.09926 -2.53265
O 1.65196 2.08976 -1.46858
O 2.98875 1.07939 -3.04419
C 2.64342 -0.21127 -2.74469
H 2.96102 4.96939 -2.30104
H 1.42957 4.52924 -1.94530
H 1.67613 5.02773 -3.56930
H 1.60092 -0.46951 -2.93074
H 2.79972 -0.28263 -1.66832
H 3.22557 -0.96191 -3.27924
C -3.68757 2.41984 2.67541
O -2.32128 2.11748 2.24501
C -1.76555 2.67576 1.19481
O -0.56895 2.47611 0.94447
O -2.56265 3.55427 0.63007
C -2.13361 4.58480 -0.29767
H -3.68416 1.88287 3.62396
H -4.45370 1.96257 2.04927
H -3.84333 3.48160 2.86650
H -1.88753 5.47364 0.28327
H -2.92684 4.75233 -1.02624
H -1.27287 4.36129 -0.92794
C 0.70553 -2.33854 1.96136
O 0.01898 -3.05772 0.95361
C -0.05907 -4.38745 0.92802
O 0.53790 -5.19226 1.66737
O -0.82658 -4.68614 -0.12357
C -0.92969 -6.01297 -0.52118
H 1.25319 -3.05032 2.57906
H 0.06211 -1.72233 2.58938
H 1.46951 -1.68651 1.53795
H -0.95067 -5.92838 -1.60769
H -1.71333 -6.63612 -0.09024
H 0.03132 -6.45716 -0.26186
C -3.74966 -2.72021 1.95243
C -3.83141 -1.24779 1.54520
O -4.79077 -0.54058 1.75128
C -2.62603 -0.62238 0.84449
H -4.53148 -3.36640 1.55330
H -3.76390 -2.77680 3.04087
H -2.80028 -3.13346 1.61184
H -2.80148 0.20963 0.16253
H -2.18509 -1.44627 0.28336
H -1.96611 -0.22627 1.61630
C -1.50145 -0.41383 -2.87654
C -2.11808 0.91099 -2.43175
O -1.40831 1.70564 -1.89139
C -3.58561 1.18205 -2.47131
H -2.00132 -0.85593 -3.73838
H -1.43451 -1.16895 -2.09333
H -0.44247 -0.18722 -3.00033
H -3.99881 0.88287 -3.43455
H -3.86870 2.23462 -2.47777
H -4.15360 0.57590 -1.76557

---

Question: Look up the electronic energy of the second one.
Answer: -42485.0004 eV

---

Question: Number 3 is which compound?
Answer: C18H36O18

---

Question: Which value of electronic energy does entry 2 give?
Answer: -42485.0004 eV